1.
Molecular formula: C20H21N3O2Se2Tl
Method: DFT, the ωB97M-V functional and the def2-TZVPD basis

Last column: natural (NBO) charge in e.
Element x y z (Å)
Tl: 0.339 -0.585 -1.626  0.50
C: 4.955 0.316 -0.920  -0.25
C: 5.126 1.680 -1.096  -0.18
C: 4.020 2.498 -1.219  -0.25
C: 2.761 1.922 -1.168  0.26
N: 2.609 0.627 -1.027  -0.43
C: 3.658 -0.170 -0.906  0.06
C: 1.485 2.746 -1.244  0.17
C: 1.541 4.126 -1.246  -0.23
C: 0.355 4.827 -1.285  -0.17
C: -0.829 4.135 -1.312  -0.25
C: -0.802 2.746 -1.298  0.28
N: 0.338 2.086 -1.279  -0.43
C: -2.083 1.941 -1.300  0.15
C: -3.324 2.543 -1.197  -0.24
C: -4.445 1.733 -1.146  -0.17
C: -4.295 0.357 -1.202  -0.25
C: -3.012 -0.157 -1.333  0.07
N: -1.948 0.632 -1.375  -0.42
H: 5.786 -0.354 -0.776  0.22
H: 6.107 2.115 -1.081  0.21
H: 4.132 3.566 -1.273  0.20
H: 3.440 -1.224 -0.781  0.21
H: 2.475 4.642 -1.147  0.21
H: 0.356 5.911 -1.267  0.21
H: -1.769 4.665 -1.312  0.21
H: -3.422 3.611 -1.093  0.21
H: -5.430 2.166 -1.021  0.21
H: -5.144 -0.314 -1.112  0.22
H: -2.815 -1.234 -1.357  0.24
O: -2.626 -2.359 2.479  -0.77
C: -1.776 -2.725 1.362  -0.09
C: -0.345 -3.013 1.773  -0.17
C: -0.338 -3.907 3.018  -0.05
O: -1.008 -5.169 2.824  -0.74
C: 0.418 -1.732 2.210  -0.55
Se: 0.128 -0.019 1.264  -0.51
C: 0.417 -3.749 0.635  -0.55
Se: -0.400 -3.783 -1.157  -0.58
H: -2.292 -1.516 2.813  0.47
H: -1.776 -1.943 0.605  0.20
H: -2.233 -3.608 0.910  0.19
H: -0.763 -3.356 3.856  0.16
H: 0.696 -4.141 3.262  0.17
H: -1.900 -4.951 2.534  0.47
H: 1.487 -1.976 2.197  0.19
H: 0.192 -1.524 3.256  0.19
H: 0.547 -4.780 0.974  0.21
H: 1.406 -3.303 0.587  0.18

Summary:
- LUMO energy (eV) = 2.17
- net charge = -1
- HOMO-LUMO gap (hartree) = 0.1745
- HOMO energy (eV) = -2.58
- multiplicity = 1
- energy above the lowest of the compared OMol25 structures with the same formula, charge and spin (eV) = 0.6524

=====

2.
Molecular formula: C20H21N3O4
Method: DFT, the ωB97M-V functional and the def2-TZVPD basis

Last column: natural (NBO) charge in e.
Element x y z (Å)
C: 1.868 1.385 2.143  -0.60
H: 1.064 1.333 2.655  0.19
H: 2.831 1.499 2.702  0.22
H: 1.924 0.452 1.426  0.23
C: 1.860 2.448 1.014  -0.22
N: 0.703 2.537 0.250  -0.46
C: 0.764 2.279 -0.965  0.68
O: -0.156 2.451 -1.965  -0.69
C: 2.184 2.210 -1.844  -0.14
O: 3.112 1.219 -1.101  -0.48
C: 2.617 0.152 -1.001  0.27
C: 3.464 -0.787 -0.448  -0.33
C: 3.295 -2.408 -0.294  0.33
C: 2.093 -2.644 -0.650  -0.30
C: 1.194 -1.914 -1.484  -0.19
C: 1.424 -0.585 -1.411  -0.27
H: 0.829 -0.090 -2.011  0.20
H: 0.238 -2.342 -1.660  0.23
H: 1.955 -3.669 -0.605  0.20
O: 4.046 -3.075 0.575  -0.48
C: 5.257 -2.677 0.884  -0.19
H: 5.832 -2.179 0.341  0.17
H: 5.154 -1.794 1.802  0.11
H: 5.712 -3.497 1.592  0.20
H: 4.473 -0.269 -0.211  0.19
H: 2.868 3.157 -1.747  0.23
H: 2.082 1.710 -2.797  0.24
C: -0.559 2.935 0.669  -0.25
C: -1.461 1.488 0.608  0.60
N: -2.628 1.378 0.428  -0.55
C: -2.834 0.178 0.145  0.35
N: -1.750 -0.622 0.121  -0.14
O: -0.727 0.381 0.470  -0.34
C: -4.167 -0.665 -0.032  0.00
C: -4.297 -1.985 -0.145  -0.28
C: -5.468 -2.280 -0.309  -0.15
C: -6.610 -1.672 -0.578  -0.22
C: -6.522 -0.285 -0.002  -0.17
C: -5.297 0.313 -0.054  -0.23
H: -5.281 1.465 0.131  0.25
H: -7.320 0.242 -0.157  0.18
H: -7.748 -2.052 -0.323  0.23
H: -5.702 -3.596 -0.426  0.16
H: -3.423 -2.667 -0.073  0.26
H: -1.219 3.633 0.087  0.29
H: -0.406 2.959 1.750  0.23
H: 2.867 2.566 0.680  0.26
H: 1.866 3.382 1.819  0.18

Summary:
- LUMO energy (eV) = 0.17
- HOMO-LUMO gap (hartree) = 0.2978
- HOMO energy (eV) = -7.93
- multiplicity = 1
- energy above the lowest of the compared OMol25 structures with the same formula, charge and spin (eV) = 20.0993

=====

3.
Molecular formula: C20H21N6OReS3
Method: DFT, the ωB97M-V functional and the def2-TZVPD basis

Last column: natural (NBO) charge in e.
Element x y z (Å)
Re: 0.530 0.591 0.643  0.73
O: -2.465 -2.014 1.821  -0.60
C: -1.772 -1.074 1.479  0.64
N: -0.424 -0.997 1.501  -0.68
C: 0.357 -2.085 2.040  -0.28
C: 1.763 -1.988 1.495  0.24
C: 2.690 -3.000 1.691  -0.23
C: 3.961 -2.874 1.165  -0.13
C: 4.278 -1.732 0.443  -0.24
C: 3.316 -0.762 0.277  0.07
N: 2.080 -0.880 0.794  -0.47
C: -2.377 0.238 1.028  0.11
C: -3.744 0.417 1.019  -0.20
C: -4.252 1.674 0.729  -0.14
C: -3.367 2.707 0.469  -0.24
C: -2.009 2.451 0.473  0.08
N: -1.516 1.236 0.738  -0.44
H: -0.085 -3.053 1.786  0.24
H: 0.400 -2.040 3.135  0.23
H: 2.400 -3.878 2.253  0.24
H: 4.694 -3.657 1.309  0.24
H: 5.259 -1.590 0.012  0.24
H: 3.507 0.151 -0.270  0.23
H: -4.371 -0.431 1.258  0.26
H: -5.320 1.847 0.720  0.24
H: -3.716 3.708 0.258  0.24
H: -1.279 3.221 0.264  0.23
N: -0.711 1.779 -2.263  -0.80
C: -0.666 0.426 -2.319  0.44
C: -1.213 -0.238 -3.436  -0.28
C: -1.174 -1.600 -3.511  -0.12
C: -0.576 -2.317 -2.470  -0.28
C: -0.077 -1.616 -1.411  0.07
N: -0.124 -0.263 -1.291  -0.52
H: -0.943 2.253 -3.120  0.40
H: -0.037 2.242 -1.660  0.42
H: -1.653 0.358 -4.224  0.23
H: -1.593 -2.112 -4.367  0.23
H: -0.507 -3.394 -2.484  0.24
H: 0.384 -2.141 -0.591  0.20
S: 1.561 2.362 -0.078  -0.25
S: 1.386 1.147 2.893  0.08
C: 0.251 1.250 4.118  -0.05
N: 0.607 1.383 5.396  -0.56
C: -0.447 1.755 6.335  -0.23
C: -1.719 1.166 5.744  -0.53
S: -1.474 1.246 3.941  0.35
H: 1.584 1.496 5.622  0.43
H: -0.512 2.843 6.409  0.21
H: -0.234 1.343 7.319  0.23
H: -2.602 1.738 6.012  0.25
H: -1.858 0.125 6.030  0.23

Summary:
- LUMO energy (alpha / beta) (eV) = -3.27 / -3.06
- net charge = +1
- HOMO-LUMO gap (alpha / beta) (hartree) = 0.2328 / 0.2674
- HOMO energy (alpha / beta) (eV) = -9.60 / -10.33
- multiplicity = 2
- energy above the lowest of the compared OMol25 structures with the same formula, charge and spin (eV) = 0.0000

=====

4.
Molecular formula: C20H22B2N3O17Pb2
Method: DFT, the ωB97M-V functional and the def2-TZVPD basis

Last column: natural (NBO) charge in e.
Element x y z (Å)
Pb: 0.604 1.807 -3.850  1.69
Pb: 4.084 -0.875 -2.638  1.75
O: -6.370 -2.255 -6.425  -0.50
C: -5.506 -2.255 -5.616  0.68
O: -4.200 -2.014 -5.839  -0.68
B: -3.400 -2.080 -4.608  1.15
O: -4.330 -2.755 -3.694  -0.66
C: -5.577 -2.639 -4.118  0.67
O: -6.547 -2.985 -3.514  -0.51
O: -3.043 -0.737 -4.106  -0.54
C: -1.797 -0.746 -3.827  0.75
O: -1.160 0.194 -3.336  -0.77
C: -1.219 -2.100 -4.204  0.68
O: -2.121 -2.798 -4.778  -0.56
O: -0.032 -2.380 -4.126  -0.59
O: -1.307 0.914 4.614  -0.48
C: -0.537 1.079 3.719  0.67
O: -0.535 0.546 2.498  -0.67
B: 0.565 1.094 1.718  1.17
O: 1.208 2.065 2.597  -0.68
C: 0.656 2.056 3.794  0.67
O: 0.967 2.666 4.771  -0.50
O: 1.539 0.033 1.256  -0.55
C: 1.636 0.078 -0.017  0.73
O: 2.320 -0.653 -0.701  -0.68
C: 0.807 1.231 -0.573  0.77
O: 0.161 1.778 0.459  -0.56
O: 0.601 1.494 -1.741  -0.74
O: 1.850 -0.266 -3.537  -1.26
H: 1.201 -0.720 -2.971  0.51
C: 4.904 1.801 4.139  -0.61
C: 4.562 1.092 2.825  -0.39
C: 5.731 1.045 1.834  -0.53
C: 5.455 0.258 0.623  0.51
N: 5.188 -0.392 -0.288  -0.58
H: 5.496 2.709 4.063  0.22
H: 5.458 1.009 4.651  0.21
H: 3.981 1.958 4.694  0.25
H: 3.712 1.632 2.401  0.22
H: 4.193 0.092 3.052  0.22
H: 6.626 0.563 2.234  0.27
H: 5.952 2.071 1.537  0.27
C: 1.317 -3.100 1.681  -0.62
C: 0.250 -3.350 2.727  -0.38
C: -0.775 -4.453 2.368  -0.52
C: -1.366 -4.225 1.082  0.29
N: -1.822 -4.058 0.041  -0.33
H: 2.047 -2.312 1.867  0.21
H: 0.954 -2.790 0.696  0.20
H: 1.876 -4.023 1.503  0.21
H: -0.361 -2.487 2.999  0.22
H: 0.705 -3.658 3.670  0.22
H: -1.516 -4.419 3.166  0.26
H: -0.261 -5.415 2.370  0.25
C: -3.204 2.459 -1.641  -0.61
C: -3.177 3.011 -0.205  -0.39
C: -1.989 3.954 0.027  -0.50
C: -2.302 5.386 -0.162  0.27
N: -2.604 6.484 -0.304  -0.31
H: -2.377 1.753 -1.686  0.19
H: -3.126 3.305 -2.327  0.20
H: -4.188 2.027 -1.815  0.24
H: -3.058 2.115 0.406  0.21
H: -4.060 3.588 0.061  0.23
H: -1.114 3.662 -0.554  0.21
H: -1.628 3.935 1.059  0.25

Summary:
- LUMO energy (eV) = -7.00
- net charge = +1
- HOMO-LUMO gap (hartree) = 0.1480
- HOMO energy (eV) = -11.03
- multiplicity = 1

=====

Q: What is the multiplicity in the first record?
A: 1